# 1
A structure of composition C30H34As2F6KN5O4S5SeTe, computed with the ωB97M-V functional and the def2-TZVPD basis.

```
89
C30H34As2F6KN5O4S5SeTe, DFT the ωB97M-V functional and the def2-TZVPD basis
K -14.627 -17.055 4.115
F -15.281 -21.185 7.425
C -15.709 -20.691 6.273
F -16.096 -19.376 6.473
F -16.879 -21.258 5.868
S -14.323 -20.858 4.997
O -14.486 -19.798 4.000
O -14.387 -22.222 4.618
N -13.098 -20.504 5.853
S -12.013 -21.374 6.628
O -10.696 -21.125 6.134
O -12.383 -22.744 6.942
C -11.935 -20.426 8.292
F -11.977 -21.471 9.258
F -12.999 -19.647 8.423
F -10.834 -19.689 8.483
Se -12.814 -10.397 7.131
N -12.455 -12.284 7.334
C -12.259 -12.608 6.018
C -12.155 -14.012 5.830
C -12.608 -14.989 6.882
C -12.618 -16.458 6.390
C -12.218 -16.699 5.123
N -11.936 -15.742 4.283
C -12.143 -14.534 4.517
C -11.870 -13.596 3.362
N -11.494 -14.144 2.221
C -11.274 -13.483 1.230
C -11.407 -12.046 1.351
C -11.539 -11.478 2.676
C -11.823 -12.369 3.651
C -12.306 -11.714 4.978
N -12.655 -10.491 5.276
H -13.686 -14.847 7.139
H -13.401 -17.104 6.766
H -12.036 -17.753 4.707
H -10.953 -14.080 0.271
H -11.124 -11.380 0.568
H -11.582 -10.473 3.045
C -17.957 -16.241 4.710
C -18.593 -17.638 4.780
S -17.672 -18.907 3.661
C -17.036 -17.935 2.025
C -16.818 -18.558 0.890
S -15.859 -14.749 2.409
C -15.526 -13.869 4.075
C -16.000 -14.316 5.503
S -16.567 -16.104 5.848
H -18.559 -15.196 4.686
H -17.503 -15.946 3.914
H -19.610 -17.507 4.477
H -18.761 -17.901 5.697
H -17.131 -16.973 2.294
H -13.074 -15.721 0.195
H -17.433 -19.442 0.604
H -16.813 -17.528 0.127
H -15.857 -12.735 4.099
H -14.379 -13.850 4.023
H -16.819 -13.857 5.890
H -15.189 -14.275 6.285
C -8.806 -21.898 2.201
As -10.255 -20.744 1.982
C -10.842 -19.817 3.730
C -9.673 -19.137 1.008
C -8.227 -19.101 0.859
C -7.754 -17.964 0.126
C -8.520 -17.181 -0.553
C -9.998 -17.215 -0.389
C -10.453 -18.150 0.502
As -12.441 -18.411 0.879
C -13.150 -19.021 -0.966
C -12.858 -16.433 0.913
H -7.938 -21.453 2.835
H -8.496 -22.261 1.160
H -9.280 -22.913 2.486
H -11.083 -20.648 4.327
H -11.980 -19.562 3.479
H -10.301 -18.768 3.689
H -7.546 -19.541 1.425
H -6.564 -17.982 0.307
H -8.044 -16.291 -0.994
H -10.700 -16.522 -0.790
H -12.792 -18.536 -1.893
H -14.263 -19.124 -0.924
H -12.638 -19.961 -1.020
H -12.063 -15.042 7.926
H -12.029 -15.989 1.487
H -13.595 -16.249 1.507
Te -11.835 -22.231 0.923
```

Computed properties:
Net charge: -2
LUMO level (hartree): 0.1341
Energy above the lowest of the compared OMol25 structures with the same formula, charge and spin (kJ/mol): 1161.5
DFT total energy (eV): -328412.460
HOMO level (Eh): -0.061
Kohn-Sham gap (eV): 5.3


# 2
The molecule C4H10NO, computed with the ωB97M-V functional and the def2-TZVPD basis.

```
16
C4H10NO, DFT the ωB97M-V functional and the def2-TZVPD basis
C 1.472 1.131 0.040
O 2.573 1.152 -0.764
C 0.337 0.213 -0.445
C -0.614 -0.074 0.712
C -1.975 -0.567 0.208
N 0.860 -1.015 -1.025
H 1.138 2.161 0.240
H 1.836 0.784 1.031
H -0.221 0.762 -1.190
H -0.820 0.864 1.227
H -0.138 -0.804 1.380
H -2.445 0.275 -0.303
H -1.957 -1.453 -0.422
H -2.653 -0.769 1.047
H 0.803 -1.790 -0.384
H 1.805 -0.871 -1.350
```

Computed properties:
LUMO level (spin up / spin down) (hartree): 0.0389 / -0.0540
Energy above the lowest of the compared OMol25 structures with the same formula, charge and spin (kJ/mol): 22.0
DFT total energy (eV): -7845.549
HOMO level (spin up / spin down) (Eh): -0.339 / -0.338
Expectation value of S²: 0.7541
Spin multiplicity: 2
Kohn-Sham gap (spin up / spin down) (eV): 10.3 / 7.7


# 3
The molecule C5H8O2, computed with the ωB97M-V functional and the def2-TZVPD basis.

```
15
C5H8O2, DFT the ωB97M-V functional and the def2-TZVPD basis
O -1.130 -2.139 0.519
C -0.992 -0.962 0.319
C -1.817 0.104 -0.408
C -0.733 1.138 -0.003
C 0.159 0.012 0.601
C 1.422 -0.362 -0.181
O 2.561 -0.139 0.629
H -1.862 -0.097 -1.478
H -2.837 0.267 -0.049
H -1.083 1.867 0.731
H -0.271 1.677 -0.837
H 0.424 0.115 1.661
H 1.357 -1.407 -0.496
H 1.468 0.253 -1.091
H 3.335 -0.329 0.084
```

Computed properties:
LUMO level (hartree): 0.0328
Energy above the lowest of the compared OMol25 structures with the same formula, charge and spin (kJ/mol): 130.6
DFT total energy (eV): -9408.479
Structure (SMILES): O=C1CC[C@@H]1CO
HOMO level (Eh): -0.351
Kohn-Sham gap (eV): 10.5


Look up the energy above the lowest of the compared OMol25 structures with the same formula, charge and spin of the second one.
22.0 kJ/mol